Computed, not measured: an isolated ion of composition C3H7N2 and charge +1 in a non-equilibrium geometry, with ωB97M-V/def2-TZVPD.

CARTESIAN COORDINATES (ANGSTROEM)
C (0.40, 0.70, -1.27)
C (1.12, -0.32, -0.99)
C (0.07, 0.12, -0.02)
N (0.22, 0.90, 1.35)
N (-1.12, -0.84, 0.19)
H (0.25, 1.55, -1.83)
H (1.83, -0.97, -1.50)
H (0.70, 1.80, 1.19)
H (0.63, 0.32, 2.15)
H (-1.41, -0.81, 1.27)
H (-0.78, -1.81, -0.05)
H (-1.90, -0.62, -0.48)

Output
- Spin multiplicity: 1
- Charge: +1
- E_HOMO: -14.3 eV
- Strongest force on any atom: 4.21 eV/Å
- E_tot: -227.6530 a.u.
- Lowest unoccupied orbital energy: -3.70 eV
- Relative energy (zero: lowest compared OMol25 entry of this formula, charge and spin): 2.757 eV